Entry 1:
Molecular formula: C33H28INO4SSeTi
Method: DFT, ωB97M-V/def2-TZVPD

XYZ file:
```
70
Properties=species:S:1:pos:R:3:forces:R:3
Ti -0.3978 1.0991 0.8595 0.039 0.420 -0.017
C 4.8562 -0.5702 1.1594 -0.001 0.008 0.030
C 4.0252 -1.8418 1.0276 0.002 -0.004 0.057
C 4.8143 -3.0352 1.5784 -0.010 0.009 0.001
C 2.6628 -1.7589 1.6949 0.051 -0.021 -0.016
C 2.2954 -0.7197 2.5411 -0.009 0.080 0.085
C 1.0564 -0.7152 3.1843 0.057 -0.147 -0.196
C 0.1214 -1.7193 2.9402 -0.052 0.027 0.140
C -1.2228 -1.7130 3.6201 0.005 0.036 -0.043
C 0.4846 -2.7521 2.0774 -0.012 -0.019 -0.009
C 1.7365 -2.7827 1.4914 0.004 -0.007 -0.020
H 5.7828 -0.6675 0.5925 -0.013 0.005 -0.010
H 5.1261 -0.3851 2.2014 0.001 -0.010 -0.008
H 4.3312 0.3164 0.7978 0.014 -0.016 -0.005
H 3.8539 -2.0244 -0.0412 0.003 0.002 -0.021
H 5.0050 -2.8973 2.6450 -0.001 0.004 -0.010
H 5.7754 -3.1303 1.0696 -0.008 -0.005 0.000
H 4.2679 -3.9706 1.4561 0.010 0.002 -0.002
H 2.9796 0.0923 2.7549 -0.015 0.005 0.000
H 0.8409 0.0685 3.8945 -0.003 0.014 -0.006
H -1.9916 -1.2949 2.9654 0.005 -0.010 0.009
H -1.2011 -1.1021 4.5215 0.005 0.007 -0.008
H -1.5292 -2.7238 3.8912 0.009 -0.004 -0.004
H -0.2186 -3.5544 1.8822 0.008 -0.003 0.001
H 1.9949 -3.6135 0.8440 0.007 -0.011 -0.017
I 2.0370 1.1376 -0.9344 -0.052 0.166 -0.028
C 0.7104 1.8210 -2.4065 0.019 -0.030 0.016
C 1.1389 1.7697 -3.6995 0.034 -0.022 -0.020
C 0.3767 2.3904 -4.7107 -0.039 0.023 0.007
C -0.7418 3.0916 -4.3723 0.027 -0.007 -0.004
C -1.1909 3.1578 -3.0295 -0.009 -0.029 0.006
C -2.3142 3.9477 -2.6896 -0.002 0.023 -0.015
C -2.7298 4.0291 -1.3950 0.019 -0.026 0.001
C -2.1033 3.2438 -0.4045 0.004 0.039 -0.017
C -1.0379 2.4217 -0.6786 0.078 -0.022 0.073
C -0.5015 2.4502 -2.0041 -0.030 -0.067 -0.026
H 2.0716 1.2814 -3.9489 -0.007 0.008 -0.003
H 0.7125 2.3396 -5.7378 -0.005 0.003 0.003
H -1.3071 3.6252 -5.1272 0.005 -0.013 -0.003
H -2.8145 4.5014 -3.4754 -0.008 -0.010 0.013
H -3.5642 4.6620 -1.1211 -0.001 0.001 -0.010
H -2.5112 3.2863 0.5970 0.003 0.004 0.020
S -2.6643 -1.3065 -2.3904 -0.062 0.022 0.001
C -1.0458 -1.8487 -2.6634 0.004 0.040 0.038
C -0.5804 -2.6251 -3.7193 -0.013 -0.009 -0.016
C 0.7344 -3.0393 -3.6895 -0.014 0.006 -0.007
C 1.5499 -2.7052 -2.6052 0.005 0.006 0.013
C 1.0825 -1.9244 -1.5681 -0.030 -0.023 0.000
C -0.2274 -1.4462 -1.6038 0.002 0.042 -0.040
N -0.8802 -0.6526 -0.6401 0.079 -0.217 0.064
C -2.1657 -0.5915 -0.9081 0.035 -0.027 -0.062
C -3.0984 0.0118 0.0225 0.029 -0.015 -0.011
C -4.4762 -0.1535 -0.0909 -0.042 -0.019 0.001
C -5.2991 0.3834 0.8823 0.016 0.003 -0.003
C -4.7308 1.0638 1.9534 -0.039 -0.008 -0.014
C -3.3550 1.2296 2.0433 0.029 0.038 0.010
C -2.5022 0.7145 1.0699 -0.001 0.053 -0.008
H -1.2395 -2.9071 -4.5298 0.007 0.001 0.008
H 1.1264 -3.6464 -4.4945 -0.003 0.002 0.005
H 2.5680 -3.0720 -2.5709 -0.008 0.004 0.004
H 1.7110 -1.7084 -0.7242 0.018 0.017 0.028
H -4.9045 -0.7114 -0.9164 0.011 0.006 0.004
H -6.3720 0.2618 0.8150 0.002 0.004 0.005
H -5.3678 1.4746 2.7272 -0.006 -0.004 -0.004
H -2.9418 1.7783 2.8786 0.006 -0.001 -0.003
O 0.8163 2.6635 1.3491 0.092 -0.061 -0.066
Se 0.3327 2.8565 2.9614 -0.192 -0.576 -0.473
O -0.5119 4.1775 3.2202 -0.064 0.175 0.062
O -0.7326 1.5135 2.7068 -0.095 0.110 0.356
O 1.4942 2.4486 3.9739 0.103 0.026 0.162
```
Positions in Å, forces in eV/Å.

Summary:
- Energy: -5576.78842 hartree
- Frontier orbital gap: 7.326 eV
- Relative energy (zero: lowest compared OMol25 entry of this formula, charge and spin): 8.2 kcal/mol
- Net charge: 0
- HOMO energy: -0.3043 Ha

These are the Mulliken partial charges, in e, on atoms 1 to 2: atom 1 (Ti): -1.247, atom 2 (C): -1.605

=====

Entry 2:
Molecular formula: C33H40CuN4P2
Method: DFT, ωB97M-V/def2-TZVPD

XYZ file:
```
80
Properties=species:S:1:pos:R:3:forces:R:3
Cu -1.2218 -2.2221 1.0710 -1.068 0.633 0.114
C -0.5029 3.7404 3.2660 0.382 -0.357 0.264
C -0.8355 3.1354 2.1039 0.485 0.263 0.341
C 0.1562 2.3662 1.2813 1.017 0.992 -0.071
C 1.3418 1.8661 2.2037 -0.613 0.211 -0.160
C 2.6511 2.6436 1.9145 -1.078 -1.978 0.891
C 2.6567 3.9578 1.7863 0.082 -0.025 -0.512
C 1.5228 4.8762 2.1572 -0.112 0.199 0.025
C 0.7915 4.5152 3.4653 0.188 -0.867 0.739
C 0.1151 -3.5285 1.8785 2.448 -1.367 2.537
H -1.1098 3.5902 4.1686 -0.682 1.358 -0.601
H -1.7825 3.3548 1.6727 -1.442 -1.205 0.234
H 0.6070 3.0323 0.5390 0.011 -0.232 -0.304
H -0.3544 1.5935 0.6728 0.158 0.162 0.660
H 1.0191 1.9787 3.2589 0.243 0.017 -0.543
H 1.3942 0.7772 2.0858 0.721 0.212 -0.277
H 3.5312 1.9892 1.8995 -0.086 0.643 -0.729
H 3.4976 4.3817 1.2640 0.519 0.425 0.471
H 0.7800 4.9539 1.3468 0.213 0.028 0.219
H 1.9308 5.8847 2.2619 0.075 -0.084 0.033
H 1.4681 4.0564 4.2291 -0.206 0.282 -0.610
H 0.4384 5.4380 3.9513 0.102 -0.107 -0.228
H 0.9793 -3.7918 2.6452 -1.532 -1.030 -1.537
H 0.8214 -3.4930 0.9715 -1.090 1.763 1.198
H -0.5725 -4.3303 1.5008 0.445 0.137 1.517
P 1.5362 -1.6749 -0.7996 2.835 2.062 -4.411
P -2.3638 -0.7516 -0.7171 -1.375 2.325 -2.205
N 2.7656 -0.3366 -1.3161 0.412 0.060 0.620
N 2.0811 -2.6518 -2.2139 0.099 -1.257 0.166
N -2.1965 1.1003 -1.5782 0.370 0.292 -0.203
N -3.7094 -1.1082 -1.8957 -0.344 -1.611 -0.228
C 0.2123 -0.8042 -1.7238 0.576 -0.097 0.904
C -1.0716 -1.6050 -1.7025 -0.110 0.235 -0.568
C 4.0106 -0.1627 -0.7056 0.006 0.580 -1.000
C 4.8325 0.6809 -1.4627 -1.057 -0.493 0.320
C 4.0432 1.0649 -2.6073 -0.915 -0.962 0.515
C 2.8043 0.4069 -2.5021 1.058 0.628 0.217
C 2.7009 -3.9024 -2.0456 -0.347 0.172 -1.078
C 3.0345 -4.4347 -3.2955 -0.301 0.701 0.953
C 2.6089 -3.4724 -4.2785 -0.164 0.919 1.232
C 2.0740 -2.3714 -3.5891 0.033 -1.328 -0.211
C -3.0818 2.1637 -1.2759 0.517 -0.384 -0.769
C -2.9025 3.2308 -2.1772 0.702 -1.172 0.673
C -1.7326 2.8644 -2.9632 -0.634 -1.320 0.364
C -1.3764 1.5304 -2.6487 -0.449 1.223 0.252
C -4.2057 -0.4451 -3.0398 -0.383 -0.845 0.286
C -5.0506 -1.3114 -3.7489 1.232 0.277 1.320
C -5.0263 -2.5787 -3.0651 0.797 0.636 0.460
C -4.1741 -2.4393 -1.9668 -0.810 0.783 -0.780
H 0.4964 -0.5608 -2.7510 0.066 -0.432 0.577
H 0.1790 0.1618 -1.2098 -0.359 -0.032 0.020
H -1.4009 -1.8115 -2.7293 -0.118 0.034 0.329
H -0.9619 -2.5618 -1.1652 0.068 0.052 -0.583
H 4.1974 -0.6721 0.2141 0.200 -0.138 0.376
H 5.8614 0.9848 -1.2018 -0.887 -0.229 -0.235
H 4.3268 1.7217 -3.4343 -0.119 -0.336 0.442
H 1.9875 0.4309 -3.2232 0.452 0.163 0.510
H 2.7890 -4.2970 -1.0370 0.150 -0.017 -0.324
H 3.5673 -5.3795 -3.4608 -0.449 0.561 0.057
H 2.7089 -3.5499 -5.3603 -0.002 0.079 0.428
H 1.6796 -1.4391 -3.9977 0.245 -0.695 0.215
H -3.7623 2.0949 -0.4151 0.275 -0.169 -0.695
H -3.5823 4.1137 -2.2598 1.110 -0.815 0.227
H -1.1814 3.4912 -3.6577 -0.345 -0.193 -0.061
H -0.5585 0.9145 -3.1284 -1.511 1.056 0.843
H -3.9196 0.5762 -3.2486 -0.118 -0.131 0.102
H -5.5891 -1.0595 -4.6577 0.158 -0.050 0.292
H -5.5543 -3.4743 -3.3856 0.229 0.224 0.269
H -3.8603 -3.1554 -1.2193 -0.153 0.045 -0.045
C -1.7603 -1.2183 5.4764 0.149 -0.826 -1.513
C -2.0203 -2.5794 5.2211 0.313 0.357 -0.058
C -1.3399 -3.2630 4.1890 -0.225 -0.197 -1.339
C -0.4860 -2.6146 3.2059 -0.679 1.011 1.771
C -0.0307 -1.3467 3.7236 0.067 -0.192 -0.914
C -0.6826 -0.6515 4.7831 -0.017 -0.619 0.067
H -2.4584 -0.6245 6.0641 0.575 -0.169 0.323
H -2.7694 -3.0704 5.8748 0.659 -0.015 -0.773
H -1.5241 -4.3382 4.0872 -0.150 0.399 -0.167
H 0.8708 -0.9055 3.2694 -0.704 0.050 0.104
H -0.3578 0.3256 5.1571 0.193 -0.275 -0.740
```
Positions in Å, forces in eV/Å.

Summary:
- Energy: -3823.27977 hartree
- Frontier orbital gap (alpha / beta): 5.385 / 7.211 eV
- Multiplicity: 2
- Net charge: 0
- HOMO energy (alpha / beta): -0.2124 / -0.2851 Ha
- ⟨S²⟩: 0.76

These are the Mulliken partial charges, in e, on atoms 1 to 2: atom 1 (Cu): -0.355, atom 2 (C): -0.941

=====

Entry 3:
Molecular formula: C5H14
Method: DFT, ωB97M-V/def2-TZVPD

XYZ file:
```
19
Properties=species:S:1:pos:R:3:forces:R:3
C -1.4647 1.7513 -0.9072 -1.527 -2.117 2.052
C -0.6435 1.4621 -2.1301 0.105 -1.353 -0.818
C 0.1955 0.0624 -2.1390 -0.330 1.121 0.820
H -1.2836 0.9443 -0.1367 0.099 0.847 -0.531
H -1.2419 2.6636 -0.4377 0.651 1.287 0.603
H -2.5941 1.7546 -0.8908 1.015 -0.102 -1.061
H 0.0346 2.3551 -2.3287 -0.780 -1.418 -0.130
H -1.3038 1.2278 -2.9741 0.011 1.069 -0.010
H 1.1993 0.4313 -1.9976 0.671 -0.568 0.404
H 0.1602 -0.1980 -3.2097 -0.031 -0.848 0.717
H -0.0341 -0.7960 -1.3391 0.126 2.071 -2.029
C 1.4545 -0.9825 2.4957 -0.638 0.376 -2.428
C 0.3235 -2.0431 2.1910 0.189 2.387 -0.471
H 2.1255 -0.9618 1.5751 -0.250 -0.329 1.509
H 1.0897 0.0584 2.4788 -0.576 -0.419 -0.053
H 1.9597 -0.9968 3.4309 0.739 -0.839 0.610
H -0.2384 -1.5638 1.3346 0.638 -1.208 0.470
H -0.4202 -2.1203 2.9537 -0.364 0.113 0.873
H 0.6819 -3.0485 2.0311 0.253 -0.070 -0.531
```
Positions in Å, forces in eV/Å.

Summary:
- Energy: -198.83301 hartree
- Frontier orbital gap: 11.810 eV
- Relative energy (zero: lowest compared OMol25 entry of this formula, charge and spin): 35.2 kcal/mol
- Net charge: 0
- HOMO energy: -0.3937 Ha

These are the Mulliken partial charges, in e, on atoms 1 to 2: atom 1 (C): -0.800, atom 2 (C): -0.238

=====

Entry 4:
Molecular formula: C21H24N2O2S
Method: DFT, ωB97M-V/def2-TZVPD

XYZ file:
```
50
Properties=species:S:1:pos:R:3:forces:R:3
C -0.0375 4.8377 -1.7925 1.636 0.376 -1.900
S 0.1681 4.2818 -0.1216 0.236 0.745 0.629
C -0.6147 2.7463 -0.3014 -4.082 -1.585 0.217
N -1.9423 2.7180 -0.5093 4.405 -0.103 0.160
C -2.4969 1.3702 -0.4572 -0.023 0.208 -1.181
C -3.6715 1.3713 -1.3614 -0.859 3.993 -0.639
C -3.0460 1.2081 0.9417 -0.609 0.542 1.127
C -1.6215 0.2062 -1.0133 1.558 1.102 1.299
C -0.1295 0.2632 -0.4136 -1.819 1.058 -0.885
C -0.0884 -0.6147 0.7695 -3.902 -2.367 1.252
C 1.1452 -1.1817 1.1816 2.784 0.627 1.735
C 1.0471 -2.1415 2.3591 -1.108 0.360 -1.634
C 0.6784 -3.4351 2.1571 -0.072 -2.500 1.178
C 0.4068 -4.2872 3.2542 0.653 3.281 0.769
C 0.4453 -3.8584 4.5727 1.181 3.026 -1.867
C 0.8176 -2.4882 4.7326 -0.892 -1.648 -1.524
C 1.0173 -1.6461 3.6294 0.290 -1.704 1.572
O 1.6892 -1.8268 0.0769 0.901 -1.164 -0.192
C 1.6955 -1.1872 -1.1151 1.900 0.422 -0.798
C 2.6872 -1.6467 -2.0098 0.439 0.225 -0.109
C 3.0158 -0.8842 -3.1323 -0.938 0.766 -0.434
O 4.0898 -1.2533 -3.9273 -1.133 -1.195 1.276
C 2.2442 0.2514 -3.4842 -2.366 -0.810 3.866
C 1.1676 0.6431 -2.5590 2.245 -1.012 -1.060
C 0.9658 -0.0073 -1.3681 0.552 -3.636 -0.457
N 0.1617 1.6331 -0.0634 -1.550 1.580 0.733
H -1.0493 4.9801 -2.2172 0.405 0.409 0.922
H 0.3877 4.0226 -2.4185 -0.049 0.599 0.169
H 0.6938 5.7259 -1.9051 -1.559 -1.192 0.012
H -4.2518 0.5024 -1.2503 -1.052 -0.967 -0.054
H -4.1781 2.3605 -1.0356 -0.126 -1.837 -0.531
H -3.4133 1.6051 -2.4069 0.062 -0.558 0.238
H -3.6210 2.1149 1.3467 0.775 -1.076 -1.160
H -2.1929 1.1410 1.5969 0.069 -0.506 0.687
H -3.7439 0.3546 0.9972 0.569 0.080 0.250
H -1.4431 0.3087 -2.0937 -0.852 -0.161 0.272
H -2.2037 -0.6737 -0.6867 0.874 -0.095 -0.651
H -0.6942 -1.5980 0.6098 0.168 1.883 0.011
H -0.4586 -0.0910 1.6450 -0.723 0.053 -0.060
H 1.7183 -0.3144 1.6114 0.797 -0.552 -0.885
H 0.6378 -3.9317 1.2099 0.012 0.296 -0.676
H 0.1039 -5.2324 3.1555 -0.991 -3.684 -1.159
H 0.2234 -4.4542 5.4189 -0.136 -0.610 0.518
H 0.8371 -2.2018 5.7276 0.217 1.319 1.621
H 1.2199 -0.6335 3.7171 0.404 1.867 0.705
H 3.3233 -2.5251 -1.8105 -0.551 0.543 0.216
H 4.4198 -0.4661 -4.3108 0.568 1.157 -0.803
H 2.3021 0.7020 -4.4129 0.440 0.977 -1.632
H 0.4697 1.4481 -2.6183 -0.007 0.860 -1.204
H 1.1188 1.7840 0.0852 1.261 0.610 0.062
```
Positions in Å, forces in eV/Å.

Summary:
- Energy: -1472.69884 hartree
- Frontier orbital gap: 8.927 eV
- Relative energy (zero: lowest compared OMol25 entry of this formula, charge and spin): 104.1 kcal/mol
- Net charge: 0
- HOMO energy: -0.3058 Ha

These are the Mulliken partial charges, in e, on atoms 1 to 2: atom 1 (C): -0.693, atom 2 (S): -0.138